A:
55
Properties=species:S:1:pos:R:3:nbo_charge:R:1 method="wB97M-V/def2-TZVPD" orbital_gap_ev=8.975
N -0.967 -2.456 -2.082 -0.832
C -1.239 -1.013 -2.085 -0.059
N -0.389 -0.250 -1.126 -0.694
C -0.997 -0.157 0.215 -0.226
C -0.115 0.734 1.086 -0.409
C -0.375 2.249 0.883 -0.434
C -1.631 2.695 1.631 -0.076
O -1.291 3.057 2.983 -0.731
H -0.921 -2.813 -1.130 0.352
H -0.072 -2.551 -2.522 0.345
H -2.290 -0.882 -1.818 0.162
H -0.964 -0.653 -3.075 0.198
H -0.139 0.632 -1.558 0.377
H -1.162 -1.188 0.521 0.184
H -1.959 0.327 0.134 0.182
H -0.469 0.547 2.103 0.188
H 0.942 0.545 0.920 0.226
H -0.407 2.582 -0.152 0.200
H 0.453 2.693 1.419 0.235
H -1.980 3.635 1.205 0.175
H -2.458 1.982 1.644 0.178
H -1.370 2.300 3.549 0.463
O 0.358 -2.107 3.134 -0.989
H 0.288 -2.934 2.599 0.504
H -0.385 -1.503 2.976 0.487
O 2.800 -1.303 2.160 -0.998
H 2.684 -1.814 1.353 0.489
H 2.007 -1.420 2.724 0.515
O 3.829 1.122 1.278 -0.975
H 3.424 0.312 1.666 0.511
H 4.499 0.738 0.708 0.455
O 4.316 -0.704 -2.680 -0.963
H 4.011 0.219 -2.681 0.494
H 4.807 -0.805 -1.859 0.464
O 0.263 -4.108 1.199 -0.962
H -0.637 -4.374 1.383 0.488
H 0.841 -4.858 1.055 0.497
O -4.548 -0.036 -0.446 -0.959
H -4.277 0.224 -1.332 0.495
H -4.960 0.783 -0.114 0.472
O -2.578 2.025 -2.316 -0.949
H -2.282 2.849 -2.750 0.478
H -1.760 1.780 -1.884 0.471
O 2.775 1.173 -1.299 -1.035
H 2.466 0.275 -1.059 0.516
H 3.208 1.529 -0.503 0.507
O -3.257 -0.375 2.178 -0.954
H -3.996 -0.251 1.573 0.488
H -3.707 -0.825 2.913 0.468
O 0.971 2.367 -2.949 -1.001
H 1.767 1.961 -2.546 0.510
H 1.246 3.173 -3.418 0.471
O 2.122 -1.522 -1.036 -0.997
H 2.354 -2.010 -1.847 0.492
H 1.149 -1.600 -0.925 0.504

B:
55
Properties=species:S:1:pos:R:3:nbo_charge:R:1 method="wB97M-V/def2-TZVPD" orbital_gap_ev=8.483
C 2.257 -2.735 0.612 -0.635
C 1.310 -1.657 0.059 -0.051
C 1.903 -0.302 0.545 -0.439
C 1.300 0.930 -0.083 -0.064
O 0.066 1.248 0.726 -0.828
N 0.991 -1.465 -1.366 -0.681
C 0.104 -2.521 -1.905 -0.053
N -1.297 -2.213 -1.925 -0.844
H 2.195 -2.436 1.653 0.209
H 1.929 -3.728 0.416 0.209
H 3.303 -2.580 0.249 0.215
H 0.244 -1.627 0.467 0.195
H 1.924 -0.201 1.625 0.201
H 2.999 -0.179 0.364 0.201
H 0.970 1.096 -1.078 0.233
H 1.971 1.835 0.179 0.161
H 0.284 1.060 1.676 0.506
H 1.788 -1.238 -1.924 0.378
H 0.281 -2.714 -3.007 0.178
H 0.361 -3.432 -1.332 0.162
H -1.491 -1.820 -0.996 0.370
H -1.622 -1.414 -2.434 0.354
O 3.619 -2.341 -2.176 -0.937
H 3.567 -3.294 -2.032 0.473
H 3.387 -2.286 -3.110 0.472
O -4.347 -0.604 1.797 -0.945
H -3.908 -0.302 0.978 0.490
H -3.827 -0.087 2.427 0.443
O -3.421 2.306 0.383 -0.970
H -3.582 1.607 1.023 0.471
H -3.165 3.092 0.873 0.493
O -1.724 4.180 0.055 -0.944
H -2.027 4.807 -0.635 0.468
H -0.894 4.697 0.158 0.484
O -1.467 -1.985 4.140 -0.933
H -1.859 -1.222 4.616 0.470
H -2.022 -1.932 3.344 0.477
O -0.464 0.724 -4.687 -0.946
H -0.691 0.408 -3.807 0.480
H -0.465 1.683 -4.635 0.467
O 1.165 2.951 -2.438 -1.002
H 1.855 2.671 -3.046 0.485
H 0.242 2.746 -2.606 0.503
O -2.213 -0.046 0.165 -1.028
H -2.485 0.647 -0.449 0.497
H -1.385 0.341 0.566 0.508
O 2.721 0.208 3.874 -0.978
H 3.183 0.317 3.044 0.497
H 2.984 -0.483 4.480 0.497
O -0.058 0.411 3.212 -0.969
H -0.609 -0.387 3.142 0.481
H 0.737 0.007 3.641 0.504
O -1.413 2.140 -1.909 -0.976
H -2.113 2.805 -1.898 0.481
H -1.088 2.316 -1.008 0.510

What should be chosen as the least stable of them? Choose B.

A:
20
Properties=species:S:1:pos:R:3:nbo_charge:R:1 method="wB97M-V/def2-TZVPD" total_charge=+1 orbital_gap_ev=9.413
C 0.037 -0.094 -0.321 -0.076
C 1.420 0.444 -0.121 -0.163
C -1.525 1.277 -0.339 -0.481
C 1.976 1.768 0.203 -0.668
C -1.106 -2.169 -0.582 -0.428
N -0.326 -1.294 0.301 -0.557
S 0.903 -0.042 -1.842 0.232
S 2.534 -0.924 0.660 -0.082
H -1.577 1.496 -1.432 0.232
H -1.144 2.106 0.239 0.231
H -2.258 0.573 -0.042 0.197
H 1.905 1.918 1.280 0.248
H 1.568 2.635 -0.295 0.252
H 3.045 1.795 -0.112 0.244
H -1.150 -3.304 -0.229 0.261
H -2.106 -1.692 -0.700 0.239
H -0.579 -2.221 -1.479 0.241
H 0.610 -1.699 0.425 0.446
H -0.640 -1.184 1.224 0.443
H 3.666 -0.255 0.449 0.188

B:
20
Properties=species:S:1:pos:R:3:nbo_charge:R:1 method="wB97M-V/def2-TZVPD" total_charge=+1 orbital_gap_ev=5.968
C 0.624 0.366 -0.860 -0.272
C 0.036 -0.060 -2.076 0.049
C 1.296 1.694 -0.806 -0.668
C 0.007 0.812 -3.270 -0.706
C -0.375 -1.121 3.615 -0.425
N -1.348 -1.050 2.557 -0.781
S 0.465 -0.544 0.544 0.346
S -0.656 -1.600 -2.261 0.351
H 1.853 1.799 0.120 0.259
H 0.558 2.498 -0.849 0.245
H 1.973 1.822 -1.648 0.240
H -0.232 1.844 -3.013 0.268
H -0.713 0.446 -3.999 0.259
H 0.990 0.826 -3.751 0.287
H 0.456 -1.751 3.297 0.199
H 0.002 -0.124 3.834 0.211
H -0.786 -1.548 4.539 0.204
H -2.080 -0.370 2.713 0.385
H -1.725 -1.953 2.301 0.379
H -0.347 -1.987 -0.986 0.172

What should be chosen as the least stable of them? Choose A.

A:
34
Properties=species:S:1:pos:R:3:nbo_charge:R:1 method="wB97M-V/def2-TZVPD" total_charge=+1 orbital_gap_ev="9.200 / 4.226" s_squared=0.780 spin_multiplicity=2
Zn -0.024 0.788 -0.601 1.572
C 1.205 -1.216 2.274 -0.559
C 0.095 -0.325 2.821 -0.525
S -0.861 0.722 1.676 0.160
C -2.378 -0.180 1.317 -0.549
C -2.239 -1.452 0.496 -0.564
S -1.339 -1.188 -1.056 0.144
C -0.188 -2.596 -1.129 -0.516
C 1.022 -2.592 -0.211 -0.560
S 0.692 -2.799 1.561 0.213
H 1.841 -1.468 3.124 0.254
H 1.837 -0.685 1.566 0.250
H 0.522 0.397 3.517 0.256
H -0.646 -0.904 3.374 0.243
H -3.003 0.556 0.804 0.243
H -2.871 -0.404 2.263 0.259
H -3.231 -1.822 0.240 0.252
H -1.704 -2.216 1.054 0.266
H 0.141 -2.606 -2.169 0.261
H -0.811 -3.479 -0.980 0.244
H 1.623 -1.700 -0.348 0.248
H 1.654 -3.428 -0.515 0.255
N -3.649 6.029 -1.905 -0.081
C -2.824 5.201 -2.129 0.446
N -1.941 4.375 -2.468 -0.366
C -1.450 3.342 -1.850 0.592
N -0.962 2.393 -1.423 -0.533
F 1.860 1.223 0.134 -0.693
As 2.904 1.062 -1.369 2.839
F 3.508 -0.380 -0.686 -0.596
F 4.105 2.022 -0.670 -0.576
F 3.648 0.800 -2.863 -0.575
F 2.027 2.438 -1.946 -0.611
F 1.436 0.093 -1.903 -0.693

B:
34
Properties=species:S:1:pos:R:3:nbo_charge:R:1 method="wB97M-V/def2-TZVPD" total_charge=+1 orbital_gap_ev="9.461 / 4.427" s_squared=0.754 spin_multiplicity=2
Zn -0.288 0.066 -1.672 1.657
C 0.432 1.838 1.683 -0.608
C 1.824 1.627 1.058 -0.554
S 1.923 0.715 -0.516 0.225
C 2.445 -0.944 -0.010 -0.552
C 1.524 -1.643 0.977 -0.551
S -0.130 -1.930 0.305 0.268
C -1.137 -1.729 1.785 -0.543
C -1.441 -0.268 2.203 -0.614
S -0.041 0.590 2.886 0.845
H -0.345 1.911 0.929 0.280
H 0.445 2.757 2.277 0.294
H 2.534 1.182 1.758 0.248
H 2.209 2.618 0.818 0.277
H 3.450 -0.875 0.406 0.256
H 2.522 -1.499 -0.948 0.272
H 1.433 -1.058 1.902 0.204
H 1.959 -2.600 1.270 0.267
H -0.697 -2.297 2.605 0.249
H -2.100 -2.185 1.554 0.281
H -2.168 -0.295 3.023 0.305
H -1.837 0.300 1.369 0.276
N -3.080 2.723 2.720 -0.438
C -3.171 2.620 1.572 0.425
N -3.285 2.485 0.253 -0.608
C -2.402 1.813 -0.332 0.659
N -1.597 1.142 -0.860 -0.926
F -1.151 0.044 -3.812 -0.637
As 0.150 -1.053 -4.289 2.834
F 0.521 -0.155 -5.662 -0.569
F -0.923 -2.133 -5.009 -0.570
F 1.500 -2.074 -4.381 -0.580
F -0.213 -1.766 -2.627 -0.690
F 1.133 0.076 -3.236 -0.682

What should be chosen as the least stable of them? Choose B.

A:
19
Properties=species:S:1:pos:R:3:nbo_charge:R:1 method="wB97M-V/def2-TZVPD" orbital_gap_ev=10.062
C -2.133 -0.764 -0.321 -0.651
C -1.145 0.217 0.215 -0.110
C 0.032 -0.356 0.989 -0.463
C 1.146 -0.936 0.111 -0.452
C 2.044 0.070 -0.655 -0.057
C -1.408 1.528 -0.205 0.225
H -3.289 -0.130 -0.346 0.233
H -2.199 -1.643 0.641 0.230
H -1.804 -1.206 -1.550 0.243
H 0.531 0.208 1.891 0.254
H -0.353 -1.281 1.618 0.226
H 0.846 -1.764 -0.509 0.211
H 1.987 -1.516 0.538 0.221
H 3.044 -0.265 -0.915 0.201
H 1.299 0.391 -1.486 0.152
H 1.735 1.800 0.384 0.476
H -2.208 1.870 -0.763 0.180
O 2.386 1.223 0.145 -0.743
F -0.512 2.553 0.219 -0.376

B:
19
Properties=species:S:1:pos:R:3:nbo_charge:R:1 method="wB97M-V/def2-TZVPD" orbital_gap_ev=10.682
C 2.319 -0.463 -0.153 -0.631
C 0.930 -0.244 -0.776 0.100
C 0.366 1.146 -0.467 -0.432
C -0.434 0.899 0.803 -0.434
C -0.939 -0.557 0.627 0.053
C -2.294 -0.648 0.005 0.042
F -2.436 0.196 -1.047 -0.357
O 0.015 -1.178 -0.248 -0.531
H 2.349 -0.148 0.862 0.199
H 3.104 0.144 -0.607 0.205
H 2.650 -1.503 -0.291 0.219
H 1.028 -0.425 -1.839 0.180
H -0.313 1.502 -1.298 0.223
H 1.175 1.848 -0.403 0.215
H 0.169 0.896 1.686 0.207
H -1.218 1.629 0.980 0.223
H -0.882 -1.059 1.611 0.193
H -3.025 -0.359 0.824 0.149
H -2.565 -1.676 -0.269 0.176

What should be chosen as the least stable of them? Choose A.

A:
14
Properties=species:S:1:pos:R:3:nbo_charge:R:1 method="wB97M-V/def2-TZVPD" total_charge=-1 orbital_gap_ev=6.376
C -2.005 0.144 1.288 -0.740
S -0.984 1.450 2.045 -0.233
H -1.655 -0.849 1.564 0.195
H -1.832 0.301 0.224 0.233
H -3.049 0.274 1.530 0.194
C 0.789 -1.015 -1.215 -0.623
C 1.726 0.062 -0.679 -0.523
S 1.062 1.749 -0.739 -0.617
H 0.046 -1.269 -0.444 0.187
H 0.173 -0.629 -2.024 0.210
H 1.345 -1.929 -1.433 0.176
H 2.626 0.052 -1.293 0.173
H 2.090 -0.187 0.320 0.176
H -0.332 1.845 0.856 0.190

B:
14
Properties=species:S:1:pos:R:3:nbo_charge:R:1 method="wB97M-V/def2-TZVPD" total_charge=-1 orbital_gap_ev=5.550
C 0.410 -2.093 1.116 -0.703
S 1.324 -3.499 2.037 -0.171
H 1.138 -2.052 0.346 0.236
H 0.666 -1.141 1.565 0.272
H -0.664 -2.345 1.101 0.222
C -0.528 2.168 -1.987 -0.637
C -0.556 1.363 -0.485 -0.527
S 0.787 1.767 0.693 -0.704
H -0.344 3.298 -1.875 0.203
H 0.308 1.687 -2.556 0.194
H -1.604 1.966 -2.492 0.164
H -0.413 0.278 -0.633 0.171
H -1.662 1.545 -0.175 0.151
H 1.139 -2.943 3.345 0.130

C:
14
Properties=species:S:1:pos:R:3:nbo_charge:R:1 method="wB97M-V/def2-TZVPD" total_charge=-1 orbital_gap_ev=6.045
C 1.716 -1.257 -0.919 -0.736
S 0.128 -2.081 -0.920 -0.163
H 2.422 -2.059 -0.799 0.190
H 1.693 -0.517 -0.136 0.258
H 1.818 -0.824 -1.970 0.210
C -1.076 0.601 2.068 -0.620
C -0.745 1.898 1.291 -0.537
S -0.155 1.535 -0.388 -0.723
H -1.726 -0.082 1.526 0.206
H -0.223 -0.040 2.335 0.191
H -1.448 0.927 3.061 0.167
H 0.092 2.435 1.772 0.187
H -1.670 2.417 1.059 0.192
H -0.553 -0.922 -1.034 0.178

What should be chosen as the least stable of them? Choose B.

A:
8
Properties=species:S:1:pos:R:3:nbo_charge:R:1 method="wB97M-V/def2-TZVPD" orbital_gap_ev=7.931
P -0.187 1.332 -0.112 0.516
P -0.811 -1.250 0.361 0.676
S 0.552 -0.105 1.396 -0.299
S -1.180 -0.060 -1.404 -0.272
S -2.216 -1.910 1.589 -0.479
S 1.497 1.799 -1.349 -0.311
H 0.068 -2.370 0.048 0.007
H 2.277 2.565 -0.530 0.162

B:
8
Properties=species:S:1:pos:R:3:nbo_charge:R:1 method="wB97M-V/def2-TZVPD" orbital_gap_ev=8.054
S 3.389 0.594 0.498 -0.410
P 1.468 0.353 0.382 0.720
S 0.428 -1.545 0.822 -0.319
P -0.855 -1.172 -0.876 0.520
S -2.600 -0.580 0.126 -0.258
S 0.179 0.762 -1.306 -0.352
H 0.802 1.372 1.155 -0.018
H -2.810 0.216 -0.800 0.117

What should be chosen as the least stable of them? Choose A.